# 1
C7H12N2O5 in the gas phase at a distorted geometry. Source: the OMol25 dataset; level of theory: the ωB97M-V functional and the def2-TZVPD basis.

Each line ends with the Löwdin charge.
CARTESIAN COORDINATES (ANGSTROEM)
C1 -1.492 0.807 -0.188  -0.325
C2 -0.183 1.018 0.636  -0.408
C3 -1.333 1.662 -1.427  -0.058
C4 0.083 2.040 -1.809  -0.497
C5 0.624 -1.380 0.880  -0.264
C6 1.132 -2.252 2.029  -0.497
C7 1.486 -1.543 -0.416  -0.032
H1 -3.022 0.509 1.099  0.095
H2 -2.500 2.123 0.824  0.104
H3 -1.613 -0.273 -0.384  0.137
H4 -1.749 1.290 -2.324  0.121
H5 -1.915 2.547 -1.316  0.121
H6 1.739 1.297 -2.198  0.134
H7 1.208 0.301 1.947  0.156
H8 -0.368 -1.781 0.545  0.151
H9 1.028 -1.084 -1.282  0.046
H10 1.503 -2.614 -0.698  0.075
H11 2.566 -1.131 -0.345  0.126
H12 0.966 -3.761 0.928  0.113
N1 -2.750 1.213 0.395  0.057
N2 0.444 0.011 1.326  0.124
O1 0.138 2.190 0.857  0.069
O2 0.566 3.147 -1.968  0.107
O3 0.860 0.942 -2.012  0.072
O4 1.502 -1.697 3.020  0.138
O5 1.078 -3.581 1.881  0.134

Values from the calculation:
highest occupied orbital energy = -9.78 eV
energy above the lowest of the compared OMol25 structures with the same formula, charge and spin = 27.6 kcal/mol
LUMO energy = 0.006 Eh
Kohn-Sham gap = 9.95 eV
structure (SMILES) = C[C@H](NC(=O)[C@@H](N)CC(=O)O)C(=O)O


# 2
C7H12N2O6 in the gas phase at a distorted geometry. Source: the OMol25 dataset; level of theory: the ωB97M-V functional and the def2-TZVPD basis.

Each line ends with the Löwdin charge.
CARTESIAN COORDINATES (ANGSTROEM)
C1 -0.899 -1.329 -0.938  -0.252
C2 -0.017 -0.506 -1.780  -0.363
C3 0.084 -2.371 -0.322  -0.198
C4 0.161 1.229 -0.004  -0.320
C5 0.061 2.730 -0.202  -0.511
C6 0.994 0.891 1.153  -0.052
C7 0.468 -0.021 2.342  -0.508
H1 -1.727 -1.685 -2.644  0.066
H2 -2.891 -1.722 -1.569  0.104
H3 -1.341 -1.011 -0.061  0.105
H4 0.873 -2.685 -0.896  0.098
H5 0.586 -2.053 0.578  0.107
H6 -1.312 -3.489 -0.405  0.078
H7 1.474 0.895 -1.726  0.145
H8 -0.951 0.826 0.307  0.191
H9 1.108 1.831 1.805  0.156
H10 2.025 0.620 0.648  0.176
H11 2.289 -0.558 3.100  0.100
H12 -1.097 2.741 1.291  0.171
N1 -1.927 -2.067 -1.734  0.074
N2 0.633 0.672 -1.235  0.103
O1 0.369 -0.587 -2.948  0.067
O2 -0.492 -3.592 0.151  -0.060
O3 0.911 3.240 -0.901  0.128
O4 -0.703 -0.136 2.542  0.123
O5 1.383 -0.740 3.007  0.141
O6 -0.854 3.356 0.506  0.131

Values from the calculation:
highest occupied orbital energy = -9.91 eV
energy above the lowest of the compared OMol25 structures with the same formula, charge and spin = 87.4 kcal/mol
LUMO energy = 0.003 Eh
Kohn-Sham gap = 10.00 eV
structure (SMILES) = N[C@@H](CO)C(=O)N[C@@H](CC(=O)O)C(=O)O


# 3
2 unconnected molecules or ions with the total composition C7H12N2S at a distorted geometry. Source: the OMol25 dataset; level of theory: the ωB97M-V functional and the def2-TZVPD basis.

Each line ends with the Löwdin charge.
CARTESIAN COORDINATES (ANGSTROEM)
C1 -0.755 -0.546 -0.667  0.075
C2 -1.679 0.412 0.127  -0.030
C3 -0.883 -1.959 -0.332  -0.198
C4 -1.057 -2.423 0.919  -0.121
C5 -1.006 -3.882 1.485  -0.069
C6 1.579 3.077 0.021  -0.411
C7 1.952 0.807 -1.746  -0.437
N1 -2.091 2.606 0.876  0.072
N2 -1.706 1.572 0.347  -0.162
S1 2.837 2.341 -1.157  0.686
H1 -0.681 -2.523 -1.199  0.079
H2 -1.138 -1.779 1.765  0.092
H3 -0.536 -4.417 0.689  0.050
H4 -2.116 -3.999 1.493  0.091
H5 -0.471 -4.032 2.478  0.098
H6 1.295 2.507 0.857  0.003
H7 2.171 4.048 0.083  0.030
H8 0.711 3.246 -0.681  0.024
H9 2.431 0.683 -2.686  -0.014
H10 2.061 -0.192 -1.205  0.047
H11 0.853 1.009 -1.759  0.001
H12 -1.769 3.447 0.291  0.093

Values from the calculation:
highest occupied orbital energy = -8.30 eV
energy above the lowest of the compared OMol25 structures with the same formula, charge and spin = 189.1 kcal/mol
LUMO energy = -0.043 Eh
Kohn-Sham gap = 7.13 eV
structure (SMILES) = [H]/N=N/C#C/C=C/C.CSC